A structure of composition C34H23CaCl2N6O4S, computed with wB97M-V/def2-TZVPD.

Structure (XYZ):
```
71
Properties=species:S:1:pos:R:3:forces:R:3
Ca 0.287 -0.327 -0.507 1.171 0.382 -1.778
Cl -6.412 1.094 -0.605 -0.270 0.297 -0.055
C -4.910 0.254 -0.776 0.229 -0.236 -0.055
C -3.788 0.940 -1.200 -0.089 0.020 0.017
C -2.539 0.317 -1.266 -0.887 -0.290 -0.048
N -1.348 0.984 -1.452 0.316 0.539 -0.457
C -1.310 2.252 -1.847 -0.304 -0.450 -0.164
O -2.217 2.966 -2.298 0.037 0.194 -0.012
C 0.033 2.902 -1.631 -0.086 0.821 -0.046
C 0.071 4.301 -1.673 -0.083 -0.189 -0.085
C 1.226 4.957 -1.309 0.121 -0.163 0.047
C 2.324 4.192 -0.938 -0.058 -0.015 -0.053
C 2.207 2.811 -0.972 0.487 0.345 0.142
N 1.095 2.174 -1.301 -0.367 -0.383 0.040
C -2.472 -1.084 -1.030 -1.020 0.298 -0.135
C -3.617 -1.751 -0.592 0.031 0.078 0.035
C -4.821 -1.086 -0.445 0.134 0.121 -0.008
Cl -6.206 -1.936 0.159 -0.101 -0.234 0.077
N -1.255 -1.706 -1.168 -0.187 -1.067 -0.373
C -1.188 -2.981 -1.525 -0.388 0.171 -0.296
O -2.087 -3.705 -1.967 0.041 -0.243 0.107
C 0.183 -3.594 -1.370 -0.098 -0.875 -0.103
C 0.239 -4.992 -1.360 -0.032 0.098 -0.041
C 1.446 -5.623 -1.145 0.004 0.128 0.005
C 2.575 -4.835 -0.985 0.023 0.112 -0.059
C 2.431 -3.459 -1.066 0.429 -0.267 0.010
N 1.270 -2.841 -1.237 -0.388 0.452 0.168
H -3.866 1.985 -1.449 -0.002 0.006 0.014
H -0.826 4.826 -1.969 -0.029 -0.069 0.015
H 1.271 6.038 -1.296 0.016 0.041 -0.014
H 3.245 4.659 -0.621 0.110 -0.041 0.008
H 3.047 2.188 -0.698 0.063 -0.026 0.043
H -3.555 -2.798 -0.345 -0.029 -0.060 -0.070
H -0.680 -5.534 -1.521 -0.049 0.030 0.036
H 1.514 -6.703 -1.108 -0.022 -0.030 0.011
H 3.548 -5.270 -0.809 0.053 0.027 -0.021
H 3.309 -2.833 -1.001 0.048 0.084 0.088
C -4.546 3.709 1.169 0.039 -0.004 0.000
C -3.459 2.714 1.436 0.185 0.015 0.019
C -2.134 3.033 1.146 -0.076 -0.121 0.161
C -1.111 2.129 1.385 0.172 0.075 0.088
C -1.427 0.879 1.885 0.563 -0.189 -0.060
C -2.736 0.544 2.179 -0.172 -0.202 0.066
C -3.749 1.461 1.962 0.204 0.011 0.180
S -0.218 -0.369 2.315 0.489 0.483 1.403
O -0.687 -1.628 1.780 -0.249 -0.222 -0.342
O -0.089 -0.310 3.756 0.020 0.011 -0.097
N 1.115 0.047 1.506 -1.375 0.991 1.117
C 2.252 -0.647 1.695 1.011 -0.686 0.862
C 2.601 -1.331 2.860 -0.362 0.211 -0.300
C 3.853 -1.909 3.014 0.619 -0.110 -0.239
C 4.819 -1.822 2.038 0.008 -0.093 0.381
C 4.505 -1.212 0.816 -0.396 0.191 -0.195
C 5.402 -1.121 -0.271 -0.199 0.057 -0.111
C 4.956 -0.659 -1.481 0.188 -0.084 0.118
C 3.606 -0.294 -1.609 -0.100 0.132 0.055
N 2.773 -0.283 -0.596 0.077 0.244 -0.641
C 3.192 -0.688 0.609 0.650 -0.349 0.723
H -4.540 3.994 0.119 -0.061 0.020 -0.140
H -4.392 4.614 1.755 -0.011 0.089 0.069
H -5.520 3.292 1.411 -0.091 0.022 -0.014
H -1.908 4.002 0.725 0.076 0.128 -0.066
H -0.075 2.382 1.196 -0.036 0.038 -0.060
H -2.935 -0.438 2.581 -0.171 -0.091 -0.019
H -4.773 1.205 2.199 -0.071 -0.074 -0.041
H 1.872 -1.390 3.651 0.026 0.021 0.139
H 4.083 -2.421 3.939 -0.001 -0.026 0.071
H 5.805 -2.236 2.186 0.119 -0.055 0.025
H 6.427 -1.439 -0.134 0.052 -0.047 -0.025
H 5.617 -0.593 -2.332 0.019 -0.011 -0.072
H 3.198 0.010 -2.567 0.032 0.022 -0.045
```
Forces are in eV/Å.

Results
Multiplicity: 1
Charge: -1
Frontier orbital gap in eV: 6.3
LUMO in eV: 2.08

---

A structure of composition C34H23Cl5F2N8RuS2, computed with wB97M-V/def2-TZVPD.

Structure (XYZ):
```
75
Properties=species:S:1:pos:R:3:forces:R:3
Ru 0.246 -0.153 -0.703 0.745 -0.537 0.122
C 4.723 -3.089 -0.186 -0.009 0.014 0.012
N 4.664 -1.717 -0.670 -0.019 0.010 -0.043
C 5.746 -0.901 -0.939 0.010 0.000 0.011
C 5.267 0.291 -1.318 -0.009 0.015 0.044
N 3.870 0.207 -1.283 -0.063 -0.050 -0.069
C 3.521 -1.037 -0.869 0.080 0.087 0.047
S 2.023 -1.747 -0.578 -0.295 -0.064 -0.136
C 3.038 1.312 -1.621 0.114 -0.104 0.179
C 3.548 2.210 -2.545 -0.011 0.021 0.015
C 2.872 3.393 -2.776 -0.001 0.018 0.003
C 1.729 3.643 -2.045 0.069 -0.012 0.000
C 1.268 2.661 -1.191 0.061 0.076 -0.100
N 1.872 1.479 -0.989 -0.600 0.047 -0.240
H 5.758 -3.417 -0.222 0.000 -0.001 0.010
H 4.113 -3.729 -0.820 0.013 -0.007 -0.004
H 4.352 -3.135 0.837 -0.007 0.004 0.001
H 6.759 -1.242 -0.817 0.000 -0.002 -0.005
H 5.781 1.201 -1.559 -0.006 0.004 -0.004
H 4.454 1.978 -3.084 0.000 -0.014 0.002
H 3.248 4.103 -3.500 -0.002 -0.003 -0.005
H 1.178 4.568 -2.144 -0.005 -0.004 0.004
H 0.376 2.813 -0.614 0.045 -0.013 -0.042
N -2.581 3.370 1.360 -0.020 -0.053 0.056
C -2.317 3.993 2.601 -0.015 -0.024 -0.085
C -3.233 4.884 3.128 0.008 0.051 0.033
C -2.979 5.508 4.344 -0.016 -0.008 -0.033
C -1.801 5.249 5.021 0.027 -0.019 0.001
C -0.878 4.358 4.483 -0.011 0.037 0.020
C -1.139 3.723 3.282 0.050 -0.051 0.059
S 0.022 2.538 2.661 -0.012 -0.152 -0.101
N -0.546 2.214 1.101 0.072 -0.065 0.074
C -1.676 2.606 0.673 -0.002 -0.047 -0.050
C -2.047 2.249 -0.738 -0.131 -0.227 0.157
C -2.988 3.028 -1.399 0.046 0.093 -0.061
C -3.432 2.685 -2.664 0.000 0.035 0.036
C -2.927 1.540 -3.233 0.016 -0.051 -0.037
C -1.966 0.830 -2.538 0.147 0.133 -0.036
N -1.495 1.155 -1.323 -0.107 0.307 0.074
H -3.501 3.503 0.986 -0.084 -0.092 -0.050
H -4.153 5.090 2.592 0.004 0.003 -0.005
H -3.704 6.198 4.753 -0.003 -0.004 0.003
H -1.594 5.731 5.966 0.002 -0.001 0.000
H 0.044 4.144 5.010 0.001 0.008 -0.002
H -3.358 3.937 -0.951 0.019 0.025 0.124
H -4.158 3.301 -3.178 -0.003 -0.002 0.006
H -3.244 1.191 -4.205 0.021 -0.002 -0.006
H -1.558 -0.056 -2.987 0.043 -0.041 -0.047
N -0.214 -6.561 -0.171 0.006 0.007 0.015
C -0.723 -5.562 -0.419 -0.023 -0.007 -0.026
C -1.342 -4.307 -0.743 0.015 -0.013 0.018
C -2.634 -4.232 -1.240 -0.007 -0.003 0.008
C -3.141 -2.973 -1.491 0.016 0.003 0.009
C -2.346 -1.866 -1.267 0.030 -0.077 -0.026
N -1.076 -1.924 -0.836 -0.049 0.225 -0.152
C -0.611 -3.142 -0.552 0.015 0.022 0.153
H -3.219 -5.127 -1.402 0.003 -0.001 -0.002
H -4.152 -2.835 -1.844 0.001 0.007 -0.003
H -2.761 -0.888 -1.416 -0.028 -0.027 0.026
H 0.373 -3.232 -0.123 0.005 0.020 -0.004
Cl 2.791 0.161 1.835 -0.040 0.032 0.015
C 1.330 -0.685 2.288 -0.033 0.061 0.082
C 0.200 -0.640 1.462 -0.052 0.311 0.039
C -0.976 -1.023 2.115 0.033 0.062 0.046
Cl -2.534 -0.591 1.446 0.015 0.045 -0.061
C -1.013 -1.623 3.374 0.017 -0.011 0.033
Cl -2.496 -2.140 4.076 -0.004 0.000 -0.009
C 0.172 -1.799 4.080 -0.040 -0.009 -0.014
Cl 0.171 -2.587 5.604 0.004 0.006 -0.006
C 1.347 -1.274 3.552 0.030 0.011 -0.021
Cl 2.795 -1.362 4.479 0.000 -0.003 -0.010
F 0.554 0.773 -3.472 -0.044 -0.020 0.020
C 0.758 -0.410 -2.752 0.006 -0.038 -0.168
F 0.023 -1.374 -3.427 -0.056 0.070 0.044
H 1.799 -0.668 -2.956 0.020 -0.008 0.059
```
Forces are in eV/Å.

Results
Multiplicity: 2
Charge: +1
Frontier orbital gap (spin up / spin down) in eV: 6.8 / 6.0
<S²>: 0.75
LUMO (spin up / spin down) in eV: -2.95 / -3.73

---

A structure of composition C34H23N5O4TeTl, computed with wB97M-V/def2-TZVPD.

Structure (XYZ):
```
68
Properties=species:S:1:pos:R:3:forces:R:3
Tl 0.904 0.144 0.520 0.285 -0.107 -0.354
O -2.270 -2.545 2.020 -0.011 -0.026 -0.001
C -1.585 -1.581 1.668 0.037 0.055 0.053
N -0.306 -1.557 1.314 -0.201 -0.130 0.019
C 0.517 -2.696 1.386 0.080 0.153 0.043
C 0.099 -3.992 1.113 0.054 -0.041 0.012
C 1.014 -5.033 1.167 -0.052 -0.020 -0.010
C 2.340 -4.782 1.484 0.058 -0.025 0.011
C 2.774 -3.493 1.750 -0.038 -0.009 -0.007
C 1.870 -2.437 1.706 -0.149 -0.001 -0.042
N 2.208 -1.086 1.859 0.042 -0.090 0.164
C 3.255 -0.678 2.565 -0.026 0.076 -0.025
O 4.005 -1.339 3.287 0.025 -0.019 -0.031
C 3.541 0.812 2.449 0.041 0.016 0.008
C 4.769 1.281 2.906 -0.050 0.015 0.014
C 5.063 2.623 2.765 0.008 0.000 0.010
C 4.124 3.462 2.180 -0.002 -0.014 0.003
C 2.929 2.909 1.760 -0.113 0.056 0.029
N 2.638 1.619 1.897 0.044 -0.120 -0.004
C -2.260 -0.217 1.680 0.031 -0.004 -0.080
C -3.621 -0.159 1.958 0.040 -0.011 -0.021
C -4.244 1.075 1.973 -0.024 0.021 0.015
C -3.491 2.212 1.720 0.010 0.000 0.029
C -2.141 2.062 1.456 -0.015 -0.070 0.144
N -1.535 0.875 1.432 -0.064 0.105 0.046
H -0.939 -4.173 0.877 -0.006 0.015 -0.003
H 0.686 -6.045 0.959 0.001 -0.003 -0.002
H 3.053 -5.597 1.516 0.000 -0.002 0.000
H 3.807 -3.292 1.988 0.003 0.008 0.002
H 5.450 0.571 3.349 0.006 -0.004 -0.005
H 6.017 3.013 3.099 -0.003 0.005 -0.001
H 4.314 4.517 2.040 0.001 0.005 0.002
H 2.169 3.514 1.278 0.014 0.007 -0.014
H -4.136 -1.088 2.153 -0.008 -0.001 0.000
H -5.304 1.152 2.183 -0.001 0.000 -0.005
H -3.932 3.199 1.718 -0.002 0.000 0.001
H -1.520 2.924 1.259 0.025 0.038 -0.013
O 3.684 -2.362 -1.933 0.009 0.052 -0.028
C 2.764 -1.595 -1.656 -0.028 -0.039 -0.155
O 2.787 -0.548 -0.944 -0.033 0.031 0.191
C 1.409 -1.881 -2.326 -0.022 0.009 0.024
C 1.392 -2.562 -3.574 0.013 -0.008 0.075
C 0.218 -2.684 -4.244 -0.016 -0.016 0.013
C -0.969 -2.154 -3.674 0.022 -0.014 -0.004
C -2.231 -2.214 -4.310 0.028 -0.007 0.016
C -3.337 -1.681 -3.710 -0.010 -0.018 -0.032
C -3.229 -1.064 -2.445 0.009 0.014 0.026
C -2.022 -0.996 -1.809 -0.040 -0.005 -0.067
C -0.863 -1.537 -2.411 -0.015 -0.102 0.094
N 0.328 -1.419 -1.759 0.058 0.116 -0.061
H 2.332 -2.949 -3.941 -0.010 0.004 -0.023
H 0.167 -3.178 -5.208 -0.001 0.001 -0.002
H -2.302 -2.693 -5.279 -0.011 0.003 -0.008
H -4.300 -1.732 -4.203 -0.003 0.001 0.002
H -4.111 -0.644 -1.976 0.000 -0.002 0.006
H -1.924 -0.521 -0.843 0.018 0.005 0.014
Te 1.066 1.991 -1.480 0.015 0.044 0.009
C -0.618 3.248 -1.193 -0.030 0.031 -0.012
C -1.874 2.856 -1.651 -0.031 -0.026 0.010
C -2.985 3.665 -1.455 0.017 0.002 -0.037
C -2.857 4.885 -0.807 0.001 0.025 -0.010
C -1.606 5.297 -0.365 -0.026 -0.007 -0.003
C -0.497 4.485 -0.561 0.027 0.023 -0.013
H -1.987 1.897 -2.143 0.012 0.007 -0.020
H -3.956 3.335 -1.807 -0.005 0.001 0.008
H -3.724 5.515 -0.652 -0.001 0.000 0.002
H -1.492 6.250 0.136 -0.009 0.009 -0.002
H 0.473 4.815 -0.210 0.020 -0.016 0.001
```
Forces are in eV/Å.

Results
Multiplicity: 1
Charge: -1
Frontier orbital gap in eV: 6.8
LUMO in eV: 2.14

---

A structure of composition C34H23N7PtS2Te, computed with wB97M-V/def2-TZVPD.

Structure (XYZ):
```
68
Properties=species:S:1:pos:R:3:forces:R:3
Pt 0.943 -0.135 0.359 -0.221 0.130 -1.050
N 0.291 4.061 0.758 -0.010 0.054 -0.066
C 0.402 2.862 0.234 0.062 -0.210 0.087
N 0.691 1.794 0.950 -0.306 0.368 0.242
C 0.932 1.908 2.332 0.065 -0.003 -0.096
N 1.289 0.881 3.048 -0.018 -0.010 0.085
N 1.425 -0.243 2.294 0.637 -0.163 0.129
C 1.818 -1.378 2.744 0.017 -0.015 -0.109
C 1.930 -2.437 1.731 0.120 0.106 -0.140
C 2.374 -3.717 1.996 0.003 0.126 0.083
C 2.526 -4.613 0.943 -0.008 -0.012 -0.029
C 2.231 -4.206 -0.345 0.051 -0.055 -0.034
C 1.775 -2.915 -0.562 -0.050 0.023 0.049
N 1.622 -2.064 0.449 -0.348 -0.042 -0.014
C 0.800 3.216 2.935 -0.004 -0.024 0.064
C 1.011 3.428 4.304 -0.021 0.013 0.003
C 0.887 4.696 4.824 0.005 -0.021 0.013
C 0.556 5.771 3.994 -0.005 0.016 -0.015
C 0.349 5.586 2.643 -0.002 -0.012 0.003
C 0.474 4.304 2.123 0.010 -0.004 0.021
H 0.076 4.836 0.146 0.013 0.012 0.000
H 0.249 2.727 -0.829 0.006 0.002 -0.028
H 2.072 -1.513 3.789 -0.022 -0.068 0.007
H 2.612 -3.998 3.013 0.013 -0.018 -0.015
H 2.883 -5.616 1.133 -0.007 0.000 0.004
H 2.354 -4.870 -1.189 0.000 0.000 0.012
H 1.529 -2.541 -1.548 -0.031 -0.022 0.005
H 1.271 2.588 4.932 0.000 0.001 -0.004
H 1.050 4.864 5.879 0.000 0.000 -0.005
H 0.465 6.764 4.413 0.000 -0.002 -0.002
H 0.100 6.419 1.998 0.002 -0.002 0.001
S 2.969 0.399 -0.819 -0.260 0.133 0.362
C 2.515 -0.026 -2.477 0.080 -0.155 0.035
C 3.525 -0.310 -3.386 -0.011 -0.024 -0.057
C 3.207 -0.633 -4.703 -0.023 0.032 0.114
C 4.264 -0.950 -5.617 0.102 0.007 -0.107
N 5.129 -1.201 -6.329 -0.036 -0.006 0.035
C 1.868 -0.681 -5.111 -0.030 -0.020 0.145
C 0.857 -0.406 -4.195 0.053 -0.017 -0.081
C 1.184 -0.082 -2.890 0.211 0.162 0.297
S -0.070 0.305 -1.722 0.022 -0.415 0.072
C 1.511 -1.055 -6.446 -0.027 0.040 -0.176
N 1.187 -1.344 -7.509 0.010 -0.020 0.051
H 4.563 -0.289 -3.081 0.002 -0.007 -0.008
H -0.177 -0.452 -4.508 -0.005 -0.026 -0.003
Te -1.411 -1.229 1.193 -0.007 0.101 0.156
C -2.047 -2.275 -0.498 -0.109 -0.003 -0.037
C -2.807 -1.703 -1.512 0.017 -0.039 0.058
C -3.185 -2.491 -2.588 -0.022 0.012 -0.027
C -2.803 -3.825 -2.652 -0.013 -0.005 -0.004
C -2.061 -4.392 -1.626 0.014 0.003 0.006
C -1.686 -3.619 -0.536 0.057 -0.004 0.009
C -2.775 0.346 1.353 -0.023 -0.015 0.034
C -3.562 0.338 2.501 -0.033 0.045 -0.049
C -4.510 1.337 2.679 0.003 0.024 -0.005
C -4.662 2.328 1.721 -0.013 -0.008 0.032
C -3.865 2.333 0.583 0.025 0.028 -0.036
C -2.913 1.343 0.392 0.061 0.023 0.012
H -3.121 -0.670 -1.464 0.013 0.012 -0.005
H -3.787 -2.062 -3.379 0.008 -0.001 0.009
H -3.104 -4.430 -3.496 0.001 0.004 0.007
H -1.795 -5.440 -1.660 0.000 0.005 0.001
H -1.146 -4.076 0.287 0.011 0.012 -0.019
H -3.454 -0.438 3.249 0.000 -0.007 -0.013
H -5.131 1.333 3.564 -0.001 0.003 -0.005
H -5.408 3.099 1.858 0.004 -0.007 0.000
H -3.992 3.105 -0.165 -0.013 -0.006 -0.001
H -2.296 1.351 -0.499 -0.017 -0.029 -0.009
```
Forces are in eV/Å.

Results
Multiplicity: 1
Charge: +2
Frontier orbital gap in eV: 6.0
LUMO in eV: -7.27

---

Let's list max |F| in order: 2.16, 0.93, 0.47, 1.08 eV/Å.
Let's list energy in order: -3935.4124, -5139.2346, -2324.8630, -2875.9430 Eh.